1.
{"formula": "C4H6Si2", "method": "wB97M-V/def2-TZVPD", "e_tot_ev": -19993.3458, "e_lumo_ev": [-1.4032, -1.3975], "charge": 0, "homo_lumo_gap_ev": [5.7, 5.8], "species": ["Si", "Si", "C", "C", "C", "C", "H", "H", "H", "H", "H", "H"], "xyz": [[-0.43, 2.03, -1.08], [1.54, 0.76, -1.29], [0.59, 2.02, 0.62], [-1.06, -2.18, -0.80], [-1.00, -3.07, 0.00], [1.72, 1.34, 0.44], [2.91, 0.47, -1.79], [-1.66, 1.16, -0.94], [-1.04, -1.38, -1.51], [2.59, 1.13, 0.98], [-0.78, -3.72, 0.82], [0.36, 2.84, 1.32]]}

***

2.
{"formula": "C2H5ClN2S", "method": "wB97M-V/def2-TZVPD", "e_tot_ev": -28490.5649, "smiles": "[H]/N=C(/NCl)SC", "e_lumo_ev": 0.3614, "charge": 0, "homo_lumo_gap_ev": 9.3, "species": ["Cl", "S", "N", "N", "C", "C", "H", "H", "H", "H", "H"], "xyz": [[4.45, 0.08, 0.06], [0.28, -1.34, -0.05], [2.90, -0.71, -0.03], [1.83, 1.25, -0.05], [-1.15, -0.30, 0.22], [1.81, 0.05, 0.01], [-0.93, 0.16, 1.16], [2.87, -1.69, -0.05], [-2.14, -0.77, 0.09], [-1.08, 0.52, -0.63], [1.10, 1.85, 0.26]]}

***

3.
{"formula": "HN2O3S", "method": "wB97M-V/def2-TZVPD", "e_tot_ev": -19973.7972, "smiles": "[H]/N=N\\S(=O)(=O)[O-]", "e_lumo_ev": 4.4162, "charge": -1, "homo_lumo_gap_ev": 8.6, "species": ["S", "O", "O", "O", "N", "N", "H"], "xyz": [[-0.75, -0.14, -0.01], [0.22, -1.15, 0.54], [-1.82, -0.89, -0.86], [-1.36, 0.79, 0.88], [0.67, 1.02, -0.67], [1.71, 0.66, -0.20], [1.32, -0.29, 0.32]]}

***

4.
{"formula": "C46H129N9O14", "method": "wB97M-V/def2-TZVPD", "e_tot_ev": -91855.1263, "e_lumo_ev": 0.5378, "charge": 0, "homo_lumo_gap_ev": 9.5, "species": ["O", "O", "O", "O", "O", "O", "O", "O", "O", "O", "O", "O", "O", "O", "N", "N", "N", "N", "N", "N", "N", "N", "N", "C", "C", "C", "C", "C", "C", "C", "C", "C", "C", "C", "C", "C", "C", "C", "C", "C", "C", "C", "C", "C", "C", "C", "C", "C", "C", "C", "C", "C", "C", "C", "C", "C", "C", "C", "C", "C", "C", "C", "C", "C", "C", "C", "C", "C", "C", "H", "H", "H", "H", "H", "H", "H", "H", "H", "H", "H", "H", "H", "H", "H", "H", "H", "H", "H", "H", "H", "H", "H", "H", "H", "H", "H", "H", "H", "H", "H", "H", "H", "H", "H", "H", "H", "H", "H", "H", "H", "H", "H", "H", "H", "H", "H", "H", "H", "H", "H", "H", "H", "H", "H", "H", "H", "H", "H", "H", "H", "H", "H", "H", "H", "H", "H", "H", "H", "H", "H", "H", "H", "H", "H", "H", "H", "H", "H", "H", "H", "H", "H", "H", "H", "H", "H", "H", "H", "H", "H", "H", "H", "H", "H", "H", "H", "H", "H", "H", "H", "H", "H", "H", "H", "H", "H", "H", "H", "H", "H", "H", "H", "H", "H", "H", "H", "H", "H", "H", "H", "H", "H", "H", "H", "H", "H", "H", "H"], "xyz": [[7.84, 2.77, 1.99], [0.30, 6.12, 7.89], [-5.02, -2.06, -11.38], [-4.48, -6.91, -4.35], [-6.87, 7.23, 8.60], [6.45, -4.50, 10.69], [-0.19, 10.59, -9.98], [0.04, -10.32, 3.39], [9.32, -8.31, 4.55], [-12.31, 0.59, -3.28], [4.71, 9.50, -2.64], [-6.28, 9.11, -2.63], [3.77, -10.68, -3.25], [-0.46, -0.38, -0.39], [-2.66, -3.38, -10.22], [6.39, -2.61, 8.65], [7.91, 3.51, 4.75], [11.10, -11.31, 3.19], [0.48, 7.48, -9.73], [-11.19, 2.30, -6.52], [-1.51, 3.25, -0.40], [-8.14, 4.92, 11.14], [3.84, -7.07, -2.26], [3.19, -8.30, -2.96], [-11.23, 1.15, -5.59], [10.37, -9.10, 4.10], [-13.55, 0.90, -2.57], [6.64, -5.83, 11.15], [-2.12, -1.23, -9.22], [-3.78, -1.34, -11.11], [-7.45, 6.03, 9.17], [-0.06, 7.83, -7.44], [-6.66, -7.51, -3.40], [-1.72, 1.88, -0.20], [-3.14, -2.00, -9.93], [5.37, -4.44, 9.81], [0.78, -8.86, 5.03], [-0.21, 8.42, -8.92], [7.89, 1.68, 1.10], [8.53, -7.80, 3.43], [-7.35, 9.01, -3.52], [4.11, -2.84, 8.18], [-6.90, 9.91, -4.61], [-0.26, -0.82, 0.87], [-5.00, -2.80, -12.62], [0.34, 4.89, 7.18], [2.52, -11.17, -2.81], [5.91, 9.37, -0.56], [9.12, -11.36, 4.68], [-9.95, 0.47, -5.46], [10.06, 4.75, 4.52], [4.64, 9.63, -1.30], [-5.83, 5.88, 11.22], [-0.47, 1.07, -0.61], [0.37, 9.90, -8.89], [0.61, -10.32, 4.66], [-5.78, -6.37, -3.99], [3.01, -8.08, -4.48], [-0.62, 3.84, 7.57], [5.17, -2.97, 9.30], [-7.00, 7.44, 7.22], [4.09, -9.47, -2.63], [9.02, 3.34, 2.51], [-7.29, 6.00, 10.71], [8.78, 4.22, 3.81], [0.45, 11.83, -10.26], [-11.98, 1.68, -4.29], [9.90, -10.55, 3.58], [-3.02, 1.39, -0.88], [1.13, 6.60, 7.76], [5.82, -6.19, 11.78], [-9.95, -0.45, -6.05], [-11.84, 0.37, -6.05], [0.98, 7.80, -7.10], [7.12, -2.49, 9.34], [-14.37, 0.94, -3.28], [4.15, 10.56, -1.01], [-7.57, 7.98, -3.80], [4.41, -3.51, 7.38], [5.16, -9.26, -2.72], [-5.33, -2.11, -13.40], [-1.81, 1.76, 0.88], [9.45, 3.93, 1.70], [1.52, 11.63, -10.21], [-6.12, 9.46, -5.23], [-5.12, 6.54, 10.71], [-2.74, 1.44, -1.93], [5.56, -5.11, 8.96], [0.14, 4.96, 6.11], [1.68, -10.51, -3.04], [-1.66, 4.17, 7.61], [-3.90, 2.02, -0.75], [-4.00, -7.19, -3.56], [5.25, 8.78, -2.99], [-5.88, 6.18, 12.27], [-7.67, 10.28, -5.29], [-8.07, 4.73, 12.13], [11.15, -9.15, 4.85], [2.59, -11.40, -1.75], [7.83, -8.59, 3.14], [9.13, -7.57, 2.55], [-2.60, -0.36, -8.76], [7.94, -6.96, 3.80], [-3.98, -3.05, -12.93], [4.52, -6.65, -2.89], [-0.20, -8.39, 4.93], [2.25, -8.36, -2.40], [8.75, -12.29, 4.23], [0.21, 12.28, -11.22], [0.15, 12.64, -9.59], [-0.45, 3.64, 8.63], [6.69, 9.92, -1.08], [-7.97, 7.46, 6.73], [-0.59, 2.96, 6.94], [-5.61, -3.70, -12.61], [-13.33, 1.91, -2.22], [8.33, 2.61, 4.95], [3.93, 8.86, -1.00], [-1.23, -0.85, -9.73], [-0.60, 8.55, -6.82], [6.69, -6.61, 10.39], [-1.20, -1.25, 1.22], [-3.46, -3.77, -10.70], [8.63, 1.96, 0.34], [9.95, 5.53, 5.27], [2.55, -7.10, -4.59], [-3.98, -2.06, -9.24], [-2.31, 3.83, -0.18], [-3.19, 0.39, -0.48], [-2.97, -1.16, -11.82], [-6.90, -8.15, -4.24], [7.21, 3.26, 4.06], [6.75, -3.34, 8.05], [-5.60, -5.61, -3.23], [-11.23, 2.29, -3.78], [-1.18, 3.53, -1.31], [3.12, -6.37, -2.18], [-11.09, 2.18, -7.52], [-6.72, 8.47, 7.00], [3.97, -8.08, -4.99], [10.76, -12.11, 2.67], [-0.11, -0.02, 1.60], [6.16, 8.32, -0.40], [8.33, -10.70, 5.02], [0.49, 1.54, -0.38], [-6.60, 10.89, -4.26], [-1.78, -1.75, -8.33], [0.61, 7.92, -10.62], [1.45, 7.51, -9.45], [11.53, -10.75, 2.46], [4.07, -9.70, -1.57], [-4.16, -0.35, -10.85], [-13.78, 0.17, -1.80], [-0.64, -10.99, 3.40], [-7.64, -7.10, -3.17], [2.23, -12.08, -3.33], [-2.76, -3.89, -9.35], [-9.12, 5.13, 11.05], [7.01, 1.70, 0.45], [1.15, -8.75, 6.05], [-12.12, 2.65, -6.67], [9.37, -10.48, 2.63], [-0.37, 1.26, -1.68], [5.94, 9.84, 0.42], [-12.75, 2.43, -4.47], [-6.05, -7.99, -2.63], [8.10, 5.04, 3.59], [-7.82, 6.88, 11.09], [3.13, -3.20, 8.51], [4.43, -4.78, 10.25], [-6.91, 5.20, 8.71], [-6.42, 6.74, 6.61], [-1.24, 8.43, -9.28], [1.58, -10.83, 4.67], [0.43, -1.66, 0.91], [9.69, 2.55, 2.86], [-5.35, 4.92, 11.08], [10.84, -8.58, 3.26], [-8.16, 9.44, -2.92], [-0.10, 10.36, -8.02], [1.44, -8.55, 4.22], [7.54, -5.94, 11.76], [1.37, 4.54, 7.17], [1.46, 9.94, -8.76], [-0.10, -10.79, 5.34], [5.05, -2.24, 10.10], [10.72, 3.91, 4.73], [4.10, -1.83, 7.78], [2.33, -8.82, -4.90], [7.86, 0.66, 1.49], [-6.25, 10.05, -2.42], [-9.85, 0.02, -4.47], [-9.06, 1.08, -5.65], [10.47, 5.34, 3.70], [-8.50, 5.93, 8.90], [-0.43, 6.82, -7.29], [-6.20, -5.76, -4.79], [9.76, -11.53, 5.54]]}

***

5.
{"formula": "C24H22N6O2", "method": "wB97M-V/def2-TZVPD", "e_tot_ev": -38279.8400, "smiles": "CCOc1ccc(Nc2cc(Nc3ccccc3OCC)nc(C=C(C#N)C#N)n2)cc1", "e_lumo_ev": -1.0756, "charge": 0, "homo_lumo_gap_ev": 7.0, "species": ["O", "O", "N", "N", "N", "N", "N", "N", "C", "C", "C", "C", "C", "C", "C", "C", "C", "C", "C", "C", "C", "C", "C", "C", "C", "C", "C", "C", "C", "C", "C", "C", "H", "H", "H", "H", "H", "H", "H", "H", "H", "H", "H", "H", "H", "H", "H", "H", "H", "H", "H", "H", "H", "H"], "xyz": [[0.95, 4.72, -0.26], [-4.09, -4.01, -0.26], [4.84, -3.88, -0.32], [3.21, -1.47, 0.23], [1.53, 2.21, 0.65], [8.48, -1.87, 0.38], [3.35, 0.86, 0.61], [1.28, -2.58, -0.12], [5.24, -2.84, -0.04], [-0.06, 3.97, 0.32], [-1.89, -4.20, -1.02], [1.23, 4.42, -1.61], [-2.80, -3.59, -0.15], [0.22, 2.67, 0.78], [7.34, -1.77, 0.33], [3.88, -0.34, 0.44], [-5.51, -2.04, -0.01], [-2.32, 3.76, 1.10], [-2.32, -2.65, 0.75], [-0.78, 1.95, 1.41], [1.88, -1.40, 0.13], [-5.10, -3.41, 0.52], [-1.33, 4.50, 0.48], [0.12, 4.85, -2.56], [-0.56, -3.86, -1.01], [-0.98, -2.31, 0.77], [5.93, -1.64, 0.28], [2.01, 0.95, 0.51], [1.22, -0.17, 0.23], [-2.05, 2.49, 1.56], [5.32, -0.46, 0.50], [-0.09, -2.89, -0.12], [-0.79, 4.30, -2.35], [2.15, 4.96, -1.83], [5.88, 0.43, 0.73], [-5.84, -2.13, -1.04], [-2.26, -4.95, -1.71], [-5.94, -4.10, 0.45], [-0.56, 0.98, 1.83], [2.24, 2.94, 0.64], [-1.52, 5.50, 0.13], [0.42, 4.65, -3.59], [0.13, -4.34, -1.68], [-0.62, -1.62, 1.51], [0.17, -0.08, 0.04], [1.43, 3.34, -1.73], [-6.32, -1.64, 0.60], [-0.07, 5.91, -2.45], [1.92, -3.33, -0.35], [-4.68, -1.34, 0.02], [-4.79, -3.35, 1.57], [-2.82, 1.91, 2.05], [-3.31, 4.18, 1.22], [-2.98, -2.17, 1.46]]}

***

6.
{"formula": "C11H16N2O2", "method": "wB97M-V/def2-TZVPD", "e_tot_ev": -18732.9666, "e_lumo_ev": -1.8154, "charge": 0, "homo_lumo_gap_ev": 2.7, "species": ["O", "O", "N", "N", "C", "C", "C", "C", "C", "C", "C", "C", "C", "C", "C", "H", "H", "H", "H", "H", "H", "H", "H", "H", "H", "H", "H", "H", "H", "H", "H"], "xyz": [[0.32, 1.42, 4.20], [-0.84, 0.96, 1.20], [3.28, 1.19, 0.77], [-1.82, -0.32, -1.23], [-2.00, 0.18, 1.17], [-0.81, -1.92, 0.39], [2.00, 1.53, 0.75], [-0.35, -2.78, -0.58], [1.10, 0.97, -0.16], [1.51, 0.04, -1.10], [-1.24, 1.08, -1.25], [-1.90, -0.93, 0.14], [3.66, 0.27, -0.11], [-0.35, 1.42, -0.05], [2.86, -0.32, -1.07], [-0.72, 1.23, -2.19], [3.26, -1.05, -1.76], [-2.86, -1.47, 0.19], [0.84, -0.39, -1.83], [-0.99, -3.54, -1.04], [-2.78, -0.25, -1.57], [-0.33, 2.51, 0.01], [-2.86, 0.84, 0.98], [-0.40, -2.00, 1.40], [0.67, -2.73, -0.93], [-2.08, -0.29, 2.15], [4.70, -0.03, -0.07], [-2.09, 1.76, -1.27], [-0.06, 1.27, 3.33], [-1.34, -0.92, -1.91], [1.64, 2.26, 1.47]]}

***

7.
{"formula": "CH3N3O3", "method": "wB97M-V/def2-TZVPD", "e_tot_ev": -11692.4800, "smiles": "[O-][N+]1=NN1.O=CO", "e_lumo_ev": 0.5720, "charge": 0, "homo_lumo_gap_ev": 10.9, "species": ["O", "O", "O", "N", "N", "N", "C", "H", "H", "H"], "xyz": [[-1.19, 0.88, -0.54], [3.49, 0.73, 0.25], [-2.46, -0.77, 0.24], [2.24, -1.10, -0.47], [1.29, -0.29, 0.35], [2.67, -0.12, 0.07], [-2.15, 0.49, 0.11], [-1.63, -1.28, -0.13], [-3.02, 1.09, 0.46], [0.77, 0.37, -0.35]]}

***

8.
{"formula": "C4H26O9", "method": "wB97M-V/def2-TZVPD", "e_tot_ev": -22996.0087, "smiles": "CO.CO.CO.CO.O.O.O.O.O", "e_lumo_ev": 0.4839, "charge": 0, "homo_lumo_gap_ev": 10.8, "species": ["O", "O", "O", "O", "O", "O", "O", "O", "O", "C", "C", "C", "C", "H", "H", "H", "H", "H", "H", "H", "H", "H", "H", "H", "H", "H", "H", "H", "H", "H", "H", "H", "H", "H", "H", "H", "H", "H", "H"], "xyz": [[1.47, -2.67, -0.30], [2.59, -0.14, -0.46], [0.89, 4.05, -4.12], [-1.34, -2.30, 0.26], [0.24, -2.30, 3.16], [1.66, 0.69, 1.79], [-0.14, 1.71, -1.93], [-1.22, -0.15, 2.16], [0.50, 3.13, 0.88], [-2.36, -2.87, 1.07], [-1.31, 0.95, -2.15], [2.80, 0.11, -1.83], [-2.27, 0.47, 1.42], [0.14, -2.40, 4.15], [-2.02, -3.61, 1.74], [2.18, 0.94, -2.14], [-1.68, 1.07, -3.18], [-0.37, 0.39, 2.21], [-1.14, -0.11, -1.96], [3.89, 0.29, -2.04], [1.46, 3.41, -4.58], [-3.10, 0.85, 2.08], [-3.06, -3.36, 0.47], [1.82, -3.31, 0.33], [-0.28, -1.62, 2.78], [2.36, -0.81, -2.36], [2.39, -1.09, -0.31], [2.09, 0.42, 0.94], [0.51, -2.63, -0.08], [0.18, 3.47, -3.86], [-2.73, -0.24, 0.72], [-0.30, 2.16, -1.06], [1.87, 0.06, 2.49], [1.17, 2.66, 1.33], [0.86, 3.93, 0.50], [-2.10, 1.33, -1.56], [-1.82, 1.31, 0.93], [-2.94, -2.13, 1.67], [-0.88, -1.66, 0.84]]}